Below is a 9-piece molecular cluster, C32H66F5NO10 overall in a non-equilibrium geometry, with properties calculated with ωB97M-V with the def2-TZVPD basis set.

Atoms and positions in Å:
C -5.04146 1.45410 -6.22874
C -4.06598 1.23504 -7.49446
C -3.46185 2.59402 -8.10821
C -2.79459 3.55817 -7.00743
O -1.53623 4.14779 -7.41163
C -0.43334 3.67002 -6.62555
N -0.09224 2.24116 -6.99115
C 0.84088 1.75184 -5.94833
O 1.78553 0.93784 -6.00922
C 0.42025 2.55783 -4.61912
C -0.40362 3.90673 -5.03573
C 0.24718 5.23468 -4.43261
F -0.38778 6.43650 -4.86897
F 1.64047 5.26382 -4.76573
C 0.07250 5.13867 -2.82563
C 1.18943 4.42684 -1.97975
C 1.12263 4.22840 -0.44734
C -0.12081 4.77921 0.29350
C -1.22895 5.48351 -0.54119
C -2.49273 6.01878 0.30269
F -1.99204 6.53123 1.54520
F -3.36832 4.92385 0.62440
F -3.15321 6.99725 -0.47090
C -1.16791 5.68506 -2.08833
H -4.48931 1.09059 -5.28372
H -5.25526 2.56395 -6.06212
H -6.02561 0.87894 -6.29796
H -4.65393 0.61194 -8.25895
H -3.18216 0.59446 -7.15230
H -4.30353 3.12595 -8.69848
H -2.68521 2.29230 -8.89598
H -2.76462 2.97634 -6.02519
H -3.53193 4.43828 -6.86369
H 0.45260 4.29405 -7.01678
H -0.88603 1.59233 -6.85386
H 1.44036 2.70859 -4.10773
H -0.22316 2.02963 -3.84066
H -1.41203 3.76308 -4.48960
H 2.08873 4.04477 -2.58815
H 1.97418 3.66951 0.06371
H -0.18328 4.63043 1.42265
H -2.00609 6.21424 -2.66584
C -1.78999 -2.75540 -6.88898
C -1.73097 -1.91317 -5.63018
O -2.98858 -1.28809 -5.39690
H -2.05561 -2.13819 -7.75122
H -0.82838 -3.23650 -7.08235
H -2.55884 -3.52869 -6.80118
H -0.97711 -1.12879 -5.73028
H -1.47667 -2.52739 -4.76055
H -3.64859 -1.98739 -5.30060
C 2.57764 0.82469 1.76851
C 2.64568 1.68154 3.01560
O 1.39413 2.32228 3.23793
H 2.31962 1.43352 0.89716
H 3.53423 0.32946 1.58242
H 1.79931 0.06219 1.86569
H 3.40818 2.45674 2.90874
H 2.89111 1.07503 3.89164
H 0.72758 1.62976 3.34043
C 1.10826 -3.38199 4.60734
C 0.81505 -1.89809 4.50901
O 2.02740 -1.15529 4.54082
H 1.64912 -3.60614 5.53082
H 0.18383 -3.96482 4.58934
H 1.74493 -3.70612 3.77882
H 0.19765 -1.57350 5.34947
H 0.28394 -1.66535 3.57990
H 2.56524 -1.44198 3.78821
C 2.07793 -5.77806 8.89576
C 2.01924 -6.26254 7.46071
O 0.70647 -6.08920 6.93860
H 1.36344 -6.32653 9.51528
H 3.07974 -5.90981 9.31162
H 1.80755 -4.71962 8.95809
H 2.26851 -7.32433 7.40542
H 2.72367 -5.70934 6.83264
H 0.49848 -5.14678 6.98349
C -1.49896 -1.71637 -0.13295
C -0.05354 -1.38366 -0.44565
O 0.75606 -1.57178 0.71021
H -1.87074 -1.08570 0.67869
H -2.13212 -1.57047 -1.01137
H -1.59365 -2.75416 0.20040
H 0.03971 -0.34105 -0.75697
H 0.32856 -2.02018 -1.25024
H 0.67551 -2.49830 0.97491
C 6.40311 -4.25988 8.69988
C 6.34115 -4.74272 7.26427
O 5.02908 -4.56806 6.74278
H 5.68872 -4.80775 9.31981
H 7.40524 -4.39391 9.11415
H 6.13486 -3.20125 8.76385
H 6.58833 -5.80483 7.20735
H 7.04622 -4.18986 6.63536
H 4.82039 -3.62520 6.78790
C -6.51006 3.54949 3.01618
C -5.71720 2.26863 3.18472
O -5.27763 1.79215 1.91841
H -7.37540 3.38282 2.36954
H -6.85818 3.92334 3.98216
H -5.89961 4.32189 2.53918
H -6.33585 1.49309 3.64111
H -4.84211 2.43172 3.82199
H -4.72360 2.47953 1.52455
C 3.34022 -5.00412 1.07711
C 3.62184 -3.55346 0.73661
O 4.29887 -2.91934 1.81650
H 2.73112 -5.07462 1.98226
H 2.81495 -5.50253 0.25868
H 4.27119 -5.54257 1.27688
H 2.69044 -3.01358 0.55931
H 4.24157 -3.47532 -0.16222
H 5.12683 -3.39583 1.96229

E_HOMO   -9.5 eV


Below is a 4-piece molecular cluster, C32H66N6O5 overall in a non-equilibrium geometry, with properties calculated with ωB97M-V with the def2-TZVPD basis set.

Atoms and positions in Å:
C -8.46524 1.51028 0.36008
C -8.00052 0.23882 -0.56211
C -7.12449 0.67949 -1.84753
C -5.56637 0.24641 -1.69438
C -5.26116 -1.15701 -2.45969
C -5.02623 -2.39773 -1.40879
C -3.43003 -2.65650 -1.22171
C -2.89686 -1.95899 0.16264
C -1.29789 -2.22802 0.33323
C -0.43763 -0.86694 0.53328
C 0.67363 -0.98794 1.73851
C 0.67027 0.39029 2.57548
C 1.91040 1.37625 2.27545
C 1.41257 2.86407 2.74328
N 0.90765 3.95760 2.95285
N 3.04793 1.00431 3.18747
C 3.37055 2.01339 3.98775
O 4.02606 2.99029 4.44102
C 2.31957 1.51684 0.72129
C 1.42283 2.68977 0.03217
N 0.83340 3.61386 -0.50212
C 3.87615 2.01002 0.52277
O 3.89987 3.03488 -0.50717
C 4.96940 4.00017 -0.27659
C 4.35065 5.38956 0.30457
H -8.45071 2.50388 -0.23089
H -9.54764 1.24856 0.70177
H -7.82895 1.62936 1.30669
H -8.94568 -0.28961 -0.96960
H -7.42524 -0.51187 0.10998
H -7.51852 0.24823 -2.83897
H -7.11974 1.83367 -1.97979
H -5.24553 0.19039 -0.59448
H -4.89414 1.04623 -2.20106
H -4.29893 -1.00223 -3.08080
H -6.08414 -1.45632 -3.20272
H -5.54398 -2.17726 -0.40736
H -5.47507 -3.33682 -1.91168
H -3.31343 -3.80977 -1.12468
H -2.80436 -2.31005 -2.13216
H -3.18134 -0.84650 0.18989
H -3.49958 -2.49173 1.00469
H -1.19045 -2.94241 1.23201
H -0.96445 -2.79365 -0.62402
H -1.13600 0.03608 0.73283
H 0.13334 -0.59380 -0.44550
H 0.26828 -1.81096 2.43773
H 1.70121 -1.29955 1.33314
H -0.34315 0.96017 2.51455
H 0.76300 0.08934 3.69759
H 2.22313 0.55942 0.10058
H 4.55688 1.13848 0.15710
H 4.32296 2.46926 1.47445
H 5.82366 3.60264 0.38213
H 5.42212 4.27012 -1.31424
H 4.32422 6.20827 -0.51132
H 5.00942 5.70139 1.19016
H 3.27129 5.17429 0.66356
C 4.07774 -4.71507 0.43783
O 3.76412 -3.58507 1.23871
C 4.47869 -3.51870 2.47164
C 5.91664 -2.97403 2.34524
C 6.90674 -3.98026 1.76319
N 5.96212 -1.74126 1.54739
H 4.28784 -5.60122 1.04220
H 4.92105 -4.48679 -0.21515
H 3.21653 -4.92474 -0.20038
H 3.91111 -2.82362 3.10103
H 4.45765 -4.48708 2.98237
H 6.26148 -2.73495 3.35769
H 6.81737 -4.07608 0.67785
H 7.93444 -3.66231 1.96866
H 6.76948 -4.97032 2.20894
H 5.38235 -1.03634 2.00184
H 5.47013 -1.93120 0.67143
C 11.34652 0.68939 -0.42538
O 10.43091 -0.38464 -0.27314
C 10.76693 -1.30379 0.76457
C 10.38147 -0.83263 2.18285
C 11.31499 0.23375 2.75107
N 9.00054 -0.33620 2.23405
H 12.37632 0.38287 -0.22416
H 11.05936 1.51886 0.22218
H 11.28334 1.04187 -1.45729
H 10.19467 -2.21258 0.54585
H 11.82471 -1.58180 0.70600
H 10.45235 -1.70479 2.84317
H 11.11816 1.22618 2.33713
H 11.18422 0.31214 3.83528
H 12.36301 -0.01785 2.55959
H 8.37106 -1.08882 1.95587
H 8.90006 0.35153 1.48457
C -11.29088 -0.44460 -3.28541
O -10.63612 0.64253 -2.64901
C -10.34433 1.74121 -3.51057
C -11.54220 2.67660 -3.77800
C -12.56054 2.10558 -4.76187
N -12.23250 3.04475 -2.53508
H -10.95358 -0.58079 -4.31622
H -12.37154 -0.30094 -3.25080
H -11.06266 -1.35189 -2.72130
H -9.57396 2.32262 -2.99114
H -9.89111 1.38998 -4.44369
H -11.14214 3.59277 -4.22716
H -13.21155 1.35661 -4.30332
H -13.21114 2.90192 -5.13768
H -12.06254 1.64859 -5.62282
H -11.57242 3.52359 -1.92391
H -12.43787 2.17656 -2.03600

E_HOMO   -9.1 eV


Which of these has the highest E_HOMO?
C32H66N6O5


The lowest E_HOMO belongs to which entry?
C32H66F5NO10


Number 2 is which compound?
C32H66N6O5